No. 1
{"formula": "C24H70N2O10", "method": "ωB97M-V/def2-TZVPD", "smiles": "COC[C@H](C)N.COC[C@H](C)N.CCO.CCO.CCO.CCO.CCO.CCO.CCO.CCO", "mol_weight_g_mol": 546.8, "e_tot_ev": -49474.74669, "orbital_gap_ev": 8.757, "lumo_energy_ev": 0.581, "e_above_lowest_kj_mol": 136.70, "elements": ["C", "H", "H", "H", "H", "C", "H", "H", "H", "C", "C", "H", "H", "C", "C", "H", "C", "H", "H", "H", "H", "H", "C", "C", "H", "C", "N", "C", "H", "H", "H", "O", "H", "H", "C", "O", "H", "C", "H", "H", "H", "H", "H", "H", "H", "H", "H", "H", "H", "H", "C", "H", "H", "H", "H", "O", "H", "H", "H", "C", "C", "H", "H", "O", "O", "C", "O", "H", "N", "H", "C", "C", "H", "H", "H", "O", "H", "H", "H", "C", "H", "H", "H", "O", "H", "C", "H", "H", "C", "H", "H", "H", "H", "H", "O", "O", "H", "H", "C", "C", "H", "H", "H", "H", "H", "H"], "coordinates": [[0.13084, -2.18706, 3.49951], [-0.29220, 4.45743, 1.57335], [0.45582, -0.47439, -2.84298], [3.35614, -1.83567, -1.96482], [-0.50236, 1.94005, -4.47621], [0.20312, -1.92894, -4.24808], [-3.98427, -0.41594, -0.19639], [2.23707, -0.02910, -3.17851], [0.46633, -0.81605, -0.05325], [0.47347, 4.23795, 2.33819], [4.07850, -1.09090, -1.56595], [-1.48804, 3.08294, -5.43749], [1.06235, -5.02033, 0.96877], [-1.08118, 2.85750, -4.45729], [-4.11396, 0.36452, -2.83582], [-5.78450, -0.66366, -1.88257], [0.79523, -4.06054, -0.68368], [4.65936, -1.24689, 6.71646], [0.92544, 1.63407, 0.02291], [0.60132, 4.32921, -4.59407], [-4.16390, 3.08913, 0.54751], [2.41173, 0.52129, 1.56099], [4.15724, 0.20142, 4.51581], [-0.72038, -3.89616, -0.69050], [0.76511, -2.53811, 4.31262], [0.44231, -1.14435, -5.48519], [3.19961, 2.26014, 3.42500], [3.37907, 0.30809, -1.66360], [-2.91851, 0.12700, 2.24331], [-1.90872, -3.24362, 1.90412], [-1.89011, 2.62946, -3.77241], [4.16379, 0.57677, 5.89455], [-3.53675, 2.44613, 2.96939], [6.05598, -0.16385, 6.51346], [3.08157, 0.06766, 2.30108], [0.97183, -1.25240, -3.22068], [0.97134, 4.17395, -2.29863], [0.10755, 4.55659, 3.81097], [-3.79887, 1.07158, -2.06965], [-1.86838, 2.00731, 2.30331], [0.70560, -2.39412, 2.60943], [-0.79762, 4.97226, -3.83969], [-2.01201, -3.89210, -3.85435], [3.91528, -0.88931, 4.50166], [-1.65814, -2.58072, 4.63549], [4.06990, 1.08199, -1.31165], [1.51604, -0.88979, -5.48042], [4.36583, -1.33122, -0.54090], [0.26708, -1.81365, -6.35882], [-5.09386, -3.03629, -2.64836], [-3.11282, -3.63980, -3.73770], [-3.16436, 0.17921, -3.41651], [0.98320, 4.23902, 4.39117], [5.17499, 0.41071, 4.04259], [-3.61660, -4.42147, -3.12092], [-3.22163, -2.38749, -3.14337], [-1.26708, -4.70346, -0.24858], [0.10289, -1.10754, 3.54129], [1.58214, 2.70995, 2.81694], [-2.96971, 2.02597, 2.08638], [-4.64068, -2.13454, -3.02524], [4.03518, 0.24612, 1.85600], [4.84462, 0.19264, 7.71538], [2.98199, 0.57516, -2.98370], [-2.16633, -2.65582, 2.65958], [3.03668, 0.83194, 3.61750], [-0.21761, 1.11599, -1.68507], [-3.58647, -3.59685, -4.73068], [-4.00424, -1.17601, -0.90338], [2.93067, -0.98980, 2.37358], [-1.24875, -2.90633, 3.71908], [-3.13503, 3.02836, 0.94659], [-0.71431, 3.88807, 4.07708], [2.56054, 0.39487, -0.94097], [-4.84751, 0.87284, -3.44325], [0.31974, 3.57399, -2.67890], [-1.29564, -0.44811, 0.27263], [1.29431, -3.20553, -1.16584], [0.07017, 1.93208, -2.13381], [-0.05726, 1.26031, -0.27619], [1.02384, -4.96323, -1.25314], [-2.83442, 3.94617, 1.43290], [-3.17056, -1.67204, -1.14555], [-3.53678, 0.74587, 1.80902], [4.00129, 2.47456, 2.87628], [5.00160, -0.21011, 6.73700], [3.29517, 2.76831, 4.31754], [-0.90113, -2.96655, -0.16637], [-0.24252, 4.00871, -3.91189], [-0.09296, 5.60773, 4.01619], [-0.82975, -2.06187, -3.95634], [-0.08083, -0.06068, 1.46558], [2.16395, 0.65000, 4.24082], [-1.10688, -4.00268, 3.84920], [1.27737, -4.15210, 0.61586], [0.69010, 2.80273, 2.38098], [0.68023, -2.92512, -4.27884], [-1.14160, -3.71964, -1.70911], [-0.24553, -0.11494, 0.36810], [-4.72674, -0.85217, -2.10293], [-2.44330, 2.82876, 0.11688], [4.96741, -1.03580, -2.18920], [1.28427, 4.84392, 1.93638], [-0.12997, -0.22292, -5.58014], [-0.78803, 1.97729, 0.11150], [-5.14334, -1.95792, -3.97832]], "forces_ev_per_a": [[-0.35, -0.79, 0.87], [-0.34, -0.38, 0.67], [0.36, -1.18, -0.30], [0.64, 0.25, 0.30], [0.34, -0.03, -0.32], [1.33, 0.15, 1.23], [0.55, -0.95, -0.81], [0.53, 0.11, -0.12], [-0.03, -0.31, -0.13], [-0.97, -0.84, 0.59], [-1.10, 0.91, -0.29], [0.02, 0.00, -0.11], [0.00, 0.04, 0.03], [0.24, 0.37, 0.48], [0.75, 0.03, 0.07], [0.14, 0.06, 0.01], [-0.81, -0.31, -1.25], [0.13, -0.16, 0.02], [0.10, 0.14, -0.35], [-0.70, -0.84, 0.33], [0.43, 0.03, 0.36], [-0.35, -0.29, 0.32], [0.62, -0.88, -0.26], [0.20, 1.45, -1.25], [0.20, 0.16, 0.27], [0.51, -0.81, -1.67], [-0.80, 0.65, 0.93], [0.73, -0.79, 0.73], [-0.73, -0.10, -0.42], [-0.36, 0.94, 0.96], [-0.34, 0.21, 0.12], [-0.06, 0.66, -0.78], [0.80, -0.33, -0.59], [0.43, 0.13, -0.44], [-0.69, 1.48, -0.29], [-1.42, 0.86, 1.23], [-0.16, 0.06, -0.37], [0.48, 0.05, -1.00], [-0.11, 0.16, 0.13], [-0.89, -0.36, 0.10], [-0.39, -0.62, -0.63], [-0.18, -0.77, 0.48], [-1.34, 0.18, 0.10], [0.60, 0.41, -0.21], [-0.73, 0.67, 0.89], [0.16, 0.05, -0.46], [-0.43, -0.03, -0.21], [-0.08, -0.07, -0.01], [-0.06, 0.72, 0.24], [-0.36, -0.17, 0.83], [1.33, -0.97, -0.44], [-1.13, -0.26, 0.47], [-0.22, 0.20, 0.10], [-1.02, -0.39, 0.51], [0.38, 0.31, -0.39], [-1.21, 0.00, -0.24], [-0.15, -0.63, 0.40], [-0.50, 0.36, 0.28], [-0.47, -0.25, -0.48], [-0.45, 0.90, 0.43], [0.73, 1.93, 0.89], [1.09, -0.09, -0.24], [-0.02, 0.12, 0.67], [-0.21, 0.22, 0.07], [0.24, -0.75, -0.67], [1.48, -0.82, 1.86], [0.26, -0.36, -0.18], [0.17, -0.36, 0.05], [-1.24, 0.35, 1.02], [-0.26, -0.50, 0.18], [1.78, -0.36, -1.78], [-0.11, -0.63, -0.04], [-0.06, 0.37, 0.11], [-0.34, -0.32, -0.20], [-0.18, 0.11, -0.51], [-0.23, 0.12, 0.35], [0.52, -0.09, -0.33], [-0.28, -0.25, 0.15], [-0.07, -0.04, 0.31], [-0.18, -0.52, 0.33], [0.39, -0.06, -0.15], [-0.11, 0.69, -0.32], [0.67, 0.32, 0.43], [1.29, -0.26, 0.22], [0.71, 0.09, -0.52], [-1.07, 0.01, -0.60], [0.00, -0.58, -0.52], [-0.43, 0.20, 0.39], [1.06, 1.08, -1.07], [-0.19, -0.02, 0.04], [-0.31, 0.22, 0.09], [0.13, 0.12, -0.62], [-0.63, 0.13, -0.47], [0.15, 0.53, -0.20], [0.60, -0.05, 1.13], [0.74, 1.15, -0.61], [-0.30, 0.33, -0.30], [0.46, -0.28, 0.57], [-0.72, 0.71, 0.80], [0.50, -1.03, -1.15], [-0.34, 0.03, 0.17], [0.05, -0.28, -0.09], [0.81, -0.30, 0.40], [-0.16, -0.11, 0.11], [0.16, -0.16, 0.00], [0.42, 0.23, -0.41]], "lowdin_charge": [-0.079, 0.096, 0.091, 0.064, 0.059, -0.278, 0.071, 0.030, 0.064, -0.289, -0.062, 0.080, 0.090, -0.068, -0.063, 0.132, -0.330, 0.086, 0.089, 0.124, 0.084, 0.065, -0.201, -0.063, 0.066, -0.082, 0.043, -0.326, 0.078, 0.083, 0.068, -0.202, 0.120, 0.080, -0.045, -0.149, 0.108, -0.077, 0.058, 0.105, 0.041, 0.114, 0.088, 0.124, 0.088, 0.105, 0.089, 0.057, 0.087, 0.106, -0.153, 0.086, 0.062, 0.145, 0.100, -0.237, 0.070, 0.049, 0.022, -0.317, -0.168, 0.070, 0.078, -0.091, -0.097, -0.405, -0.102, 0.093, 0.044, 0.076, -0.281, -0.088, 0.068, 0.075, 0.060, -0.096, 0.067, 0.101, 0.034, -0.299, 0.110, 0.060, 0.047, -0.094, 0.086, -0.102, 0.112, 0.047, -0.288, 0.066, 0.083, 0.065, 0.139, 0.114, -0.072, -0.157, 0.123, 0.068, -0.062, -0.401, 0.052, 0.065, 0.097, 0.065, 0.073, 0.121]}



No. 2
{"formula": "C24H70O20", "method": "ωB97M-V/def2-TZVPD", "total_charge": 1, "mol_weight_g_mol": 678.8, "s2": 0.755, "e_tot_ev": -66956.28319, "spin_multiplicity": 2, "orbital_gap_ev": [8.882, 2.532], "lumo_energy_ev": [-2.457, -8.806], "elements": ["H", "H", "H", "H", "O", "O", "H", "H", "C", "C", "O", "O", "H", "H", "C", "H", "H", "H", "H", "H", "H", "C", "H", "O", "C", "H", "H", "H", "H", "H", "C", "H", "C", "O", "H", "C", "H", "H", "C", "H", "H", "O", "H", "C", "H", "C", "H", "O", "C", "H", "H", "H", "H", "H", "O", "H", "C", "H", "H", "H", "C", "C", "H", "H", "H", "H", "O", "H", "H", "H", "H", "H", "C", "C", "O", "C", "H", "O", "O", "C", "O", "C", "H", "H", "H", "H", "H", "H", "H", "C", "H", "C", "O", "H", "H", "H", "H", "O", "O", "C", "H", "H", "H", "H", "O", "H", "H", "H", "C", "H", "H", "H", "O", "O"], "coordinates": [[-1.10622, 6.62222, 0.86282], [-2.50016, 2.26713, -2.55784], [-3.98650, -0.88297, -1.53927], [1.71706, 3.15873, -4.89008], [1.07426, 3.01913, -2.82035], [-0.15167, -3.87048, -0.26234], [-5.68455, -2.10689, -2.09061], [0.36166, -4.29753, -3.27488], [0.40859, -5.12614, 0.07991], [-2.43866, 4.87149, -4.32091], [-0.24996, 5.02549, 1.86907], [0.73979, -0.83579, 0.66715], [2.82855, 3.15834, -3.56463], [2.52108, -1.42496, -0.21769], [1.88262, -5.01912, 0.37169], [5.91045, -0.90456, 4.13348], [-1.58823, 1.32601, -0.28210], [-3.26019, 5.56286, 0.85093], [3.87941, -2.35382, 2.70332], [0.75158, -3.40757, 3.74742], [0.39296, -1.00951, 1.54530], [-3.42497, 1.29710, 3.93752], [-1.89821, -2.40106, 3.48740], [3.68005, 0.41477, 4.56603], [-0.59358, -3.69990, 5.49833], [-0.73307, -4.21968, 3.42055], [-3.10009, 4.58955, -2.26454], [-1.41796, -0.34057, -0.90501], [-1.10322, -3.75401, -5.41797], [-1.38405, 5.12167, -4.20552], [1.87793, 2.74074, -3.89635], [0.00735, -5.58155, 0.98528], [0.60375, 1.50956, 1.32722], [-1.94248, -4.02564, 5.71469], [-3.77342, 3.53765, -3.59385], [-2.88407, 3.96823, -3.13368], [2.48343, -0.49783, 3.18092], [4.14464, -2.92541, -0.04001], [-2.86806, -1.05801, -3.36925], [1.25557, 2.30280, 0.96116], [-0.45860, -2.15976, -5.33414], [-4.97232, -2.11877, -2.73418], [-0.26676, 2.14113, 1.50454], [-2.40266, 4.91871, 1.04539], [-2.57784, 7.17714, 2.63424], [-0.29461, -3.44606, 4.05091], [-2.62693, 4.78264, -6.24053], [3.36131, -1.09001, -0.53930], [-0.14735, -3.37079, -3.53975], [-2.13069, 1.69848, 5.60849], [-2.64559, 4.12896, 1.75628], [-3.42651, 0.23034, 4.16140], [0.13131, -3.18893, 0.35168], [-3.13854, 5.70497, -4.38060], [-2.48706, 3.48809, 4.62557], [-3.19174, -2.30806, -1.54692], [-1.16370, 0.34015, -0.09255], [4.55583, -2.73107, -2.27328], [0.23880, -5.82962, -0.73519], [-0.84929, 7.32584, 3.04878], [5.33267, -2.19524, -1.72784], [-2.25721, 2.12231, 4.61226], [0.39984, -2.32723, -2.00726], [1.12181, 0.67428, -4.15615], [-4.39866, 1.67214, 4.25275], [2.39351, -4.35051, -0.32117], [0.46699, -2.22189, -2.95909], [-2.17790, 3.83642, 3.78611], [-1.83358, 6.17292, 3.84180], [0.09635, -4.35778, 6.02679], [-4.16235, 0.19311, -3.96822], [2.53990, 0.27085, -2.35049], [-0.24919, -3.18934, -5.04395], [4.50895, -1.96519, -0.40520], [-3.37939, 1.37668, 2.52736], [-1.30807, 5.82694, 1.58038], [1.61053, -3.19421, -5.57567], [2.12467, -4.48819, 1.65707], [-3.26521, 0.27737, -3.63708], [4.33915, -1.75522, 3.48973], [-0.94351, -2.31291, 3.43852], [-1.66557, 6.62718, 2.86531], [-2.88114, -1.72227, -4.23336], [-0.37880, -2.74230, 5.97262], [-3.21624, 0.48110, 2.22253], [0.50195, 5.53382, 1.55627], [-2.11063, -4.87456, 5.29916], [4.06169, 0.09970, 2.54664], [4.79446, -0.54451, -2.42103], [-3.75882, -1.68641, -2.23980], [5.13377, -1.61602, 0.41686], [2.07388, 1.18759, -4.02134], [3.00395, 0.54356, -3.14541], [0.23041, 2.56168, -2.83521], [2.20274, -5.18742, 2.31022], [-2.19338, 4.61048, 0.02103], [-1.77409, -0.09932, 0.69636], [5.73561, -1.54759, 3.44242], [-2.48387, 4.17499, -5.51122], [3.55120, -0.39380, 3.37366], [2.46773, -5.92929, 0.24003], [4.16115, -2.33380, 4.39619], [1.00925, 1.25304, 2.30592], [-1.11006, -3.32587, -3.03057], [0.85964, -3.74377, -5.81178], [2.45489, 0.90089, -5.00151], [-1.82501, -1.19619, -3.08454], [-1.29636, 1.90943, 4.14369], [0.31586, 0.45488, 0.31419], [6.14772, -2.89364, -1.53802], [4.58480, 0.45170, 4.88486], [0.82354, 0.62147, -0.63588], [-1.90846, 2.99705, -2.75456], [5.59039, -1.08097, -2.43853]], "forces_ev_per_a": [[0.30, -0.18, -0.43], [0.50, -0.85, 0.05], [0.22, 0.74, -0.02], [-0.97, 0.15, 0.03], [-0.99, 0.76, 0.92], [-0.20, -0.30, -0.32], [0.24, 0.07, 0.19], [0.11, -0.07, -0.12], [0.69, -0.21, -0.02], [0.65, -0.27, 1.51], [2.79, -0.91, -0.38], [1.12, -1.43, 0.49], [0.39, -0.06, -0.38], [-0.74, -0.57, 0.54], [1.05, -0.12, -0.32], [0.40, -0.05, 0.07], [0.01, 0.01, -0.19], [-0.53, -0.14, 0.52], [0.98, -0.33, -0.60], [0.08, 0.30, 0.50], [-0.13, -0.32, 0.42], [0.63, 0.46, 0.38], [-0.06, -0.25, 0.27], [-0.65, -0.41, -0.59], [0.57, 1.40, 0.39], [0.34, -1.08, 0.32], [-0.31, 0.11, -0.07], [0.75, 0.19, -0.48], [-0.07, -0.12, 0.19], [-0.03, 0.85, 0.63], [2.19, -2.34, 0.52], [-0.64, 0.17, 0.09], [-0.08, 2.09, 0.43], [-0.13, 0.15, -0.02], [-0.28, -0.54, 0.67], [0.58, 1.37, -1.52], [0.16, -0.16, 0.07], [0.16, -0.30, -0.34], [-0.67, -1.56, 1.22], [0.51, -0.34, -0.31], [0.29, 0.23, 0.25], [-0.68, -1.10, -1.15], [-0.43, -0.37, 0.27], [-0.59, 1.57, -0.40], [0.02, 0.40, 0.16], [-0.97, -0.84, -2.04], [0.04, -0.04, 0.02], [3.41, -0.29, -0.78], [-0.57, 0.85, 0.28], [-0.28, 0.53, 0.42], [-0.07, -0.17, -0.39], [0.40, 0.01, 0.75], [0.02, 0.08, 0.41], [0.29, 0.40, 0.42], [-0.24, 0.55, 0.22], [0.05, -1.27, -0.58], [-0.69, 0.30, 0.59], [-0.75, -0.47, -0.31], [-0.15, 0.25, -0.16], [-0.04, 0.24, -0.12], [-0.23, 0.07, 0.15], [-0.70, -2.09, -0.42], [-0.06, -0.10, 0.26], [-0.46, -0.09, 1.19], [0.10, 0.30, 0.28], [-0.33, 0.40, -0.30], [1.32, 0.42, -0.14], [0.02, 0.19, -0.04], [0.02, -0.91, -0.36], [0.09, -0.57, -0.49], [-0.22, 0.23, -0.15], [-0.15, 0.14, 0.18], [-0.12, -1.16, -0.78], [-3.68, 0.29, 1.31], [0.15, 0.10, -0.80], [-2.62, 0.64, 1.40], [0.32, -0.01, -0.19], [0.17, 0.69, 0.48], [0.58, -0.51, -0.02], [-1.70, 0.85, 0.61], [0.76, 0.98, 0.53], [-0.51, 0.57, -0.64], [-0.66, 0.15, -0.48], [-0.49, 0.20, 0.35], [0.02, 0.26, -0.29], [0.63, -0.49, 0.32], [-0.10, -0.19, 0.03], [-0.28, 0.29, -0.33], [-1.21, 1.12, -0.65], [1.02, 2.27, 0.71], [0.79, 0.70, -0.34], [0.38, 0.43, -2.21], [-0.28, -0.02, 0.70], [-0.49, 0.17, -0.39], [-0.07, -0.13, -0.05], [0.54, -0.75, 0.27], [0.18, 0.19, 0.63], [-0.15, -0.04, -0.96], [-0.54, -1.35, -1.47], [1.70, -0.55, 1.48], [-0.49, -0.54, 0.07], [-0.62, 0.30, 0.29], [-0.10, -0.65, -0.14], [-0.57, -0.91, -0.64], [-0.61, 0.77, 1.08], [0.54, 0.70, -0.32], [0.12, 1.13, 0.36], [-0.01, -0.24, -0.48], [-1.33, -0.43, -1.90], [0.42, 0.62, -0.22], [0.08, 0.05, -0.17], [0.38, 0.46, 0.06], [-0.80, 0.05, -0.28], [1.27, -0.74, 0.73]], "lowdin_charge": [0.138, 0.052, 0.109, 0.119, -0.054, -0.055, 0.099, 0.119, -0.218, -0.261, -0.031, -0.069, 0.118, 0.074, -0.249, 0.079, 0.086, 0.082, 0.089, 0.106, 0.079, -0.211, 0.081, -0.062, -0.257, 0.109, 0.105, 0.063, 0.122, 0.118, -0.246, 0.119, -0.018, -0.038, 0.122, -0.207, 0.101, 0.119, -0.223, 0.088, 0.118, -0.036, 0.070, -0.031, 0.077, -0.233, 0.091, 0.029, -0.232, 0.114, 0.069, 0.106, 0.059, 0.122, -0.042, 0.105, -0.012, 0.183, 0.128, 0.075, -0.114, -0.243, 0.043, 0.116, 0.117, 0.099, -0.101, 0.052, 0.071, 0.124, 0.096, 0.047, -0.211, -0.087, -0.086, -0.533, 0.070, -0.076, -0.047, -0.245, -0.083, -0.042, 0.115, 0.127, 0.052, 0.104, 0.091, 0.111, 0.106, -0.272, 0.153, -0.206, -0.083, 0.055, 0.096, 0.065, 0.068, -0.056, -0.060, -0.197, 0.128, 0.120, 0.081, 0.104, -0.064, 0.112, 0.080, 0.108, -0.456, 0.161, 0.071, 0.124, -0.078, 0.219]}



Question: What is the formula in the second record?
Answer: C24H70O20